Record 1
DFT (ωB97M-V with the def2-TZVPD basis set) results for a 7-piece molecular cluster, C5H26N2O6 overall in a non-equilibrium geometry.

Geometry (Å):
C1 2.610992 1.457358 -0.084587
C2 1.191494 1.078276 -0.499953
C3 0.017757 1.601239 0.342091
C4 0.132401 3.079615 0.685233
N1 -1.026870 3.476064 1.454327
N2 -1.230685 1.258942 -0.357526
C5 -2.223447 0.574641 0.477256
H1 3.172854 1.338412 -1.009314
H2 2.758384 2.504368 0.123408
H3 3.082908 0.888739 0.711190
H4 1.142626 -0.008786 -0.642730
H5 1.082520 1.331602 -1.557097
H6 0.077048 1.028963 1.270227
H7 0.248991 3.669472 -0.224467
H8 1.054068 3.280454 1.228584
H9 -1.089741 4.443914 1.718603
H10 -1.267578 2.845809 2.198747
H11 -1.719711 2.084437 -0.659817
H12 -2.352367 0.827422 1.531907
H13 -3.214831 0.733635 0.052839
H14 -2.083032 -0.500003 0.393320
O1 1.642268 -2.985554 -2.187084
H15 1.279060 -3.480541 -2.923530
H16 0.893653 -2.639024 -1.661983
O2 -1.481718 -1.282572 -3.650780
H17 -1.961995 -0.888972 -2.922700
H18 -0.583780 -1.477027 -3.381860
O3 -0.759248 -0.708271 2.990857
H19 -1.714473 -0.872863 2.971731
H20 -0.642951 -1.062004 2.097972
O4 3.467589 -1.908390 -0.683736
H21 2.766881 -1.494746 -1.196551
H22 3.264412 -2.827470 -0.894313
O5 -0.455237 -2.077343 -0.752505
H23 -0.215284 -1.144127 -0.806448
H24 -0.741775 -2.191110 0.167649
O6 -1.502451 -3.075951 1.620821
H25 -2.383065 -3.473272 1.570375
H26 -1.235664 -3.405336 2.489844

Forces on atoms 1 to 3 (eV/Å):
C 0.229 -0.030 -0.891
C 0.216 0.067 -0.438
C 0.688 -0.619 -0.574

The value obtained for the energy is -767.00817 Ha. The net charge is 0. Its LUMO energy is -0.07 eV. As for the energy above the lowest of the compared OMol25 structures with the same formula, charge and spin: 160.2 kJ/mol. The value obtained for the HOMO energy is -9.21 eV. Its SMILES is CC[C@@H](CN)NC.O.O.O.O.O.O.

Record 2
DFT (ωB97M-V with the def2-TZVPD basis set) results for C38H47BrCl4FLiNNaO9S as an isolated structure in a non-equilibrium geometry.

Geometry (Å):
C1 -4.468460 -2.330423 0.783424
C2 -5.183874 -1.075910 0.001343
O1 -5.292065 0.121202 0.830848
C3 -5.051336 1.315912 0.058285
C4 -4.952147 2.639198 0.956084
N1 -3.591369 2.903169 1.532742
C5 -2.744354 1.701711 1.813914
O2 -2.855480 0.967272 2.825950
C6 -1.715964 1.663748 0.602363
C7 -0.813707 0.539296 0.044905
C8 -0.922720 -0.888445 0.764351
C9 -0.392036 -0.881872 2.295391
C10 0.618425 0.310700 2.658785
Br1 0.863335 0.231427 4.664960
C11 0.126748 0.829333 -1.187533
C12 1.031702 -0.343635 -1.799561
C13 1.998210 -1.099820 -0.731035
C14 1.932147 -2.722994 -0.818349
C15 2.062769 -3.639706 0.464504
C16 2.027750 -5.196239 0.342424
C17 1.857527 -5.932614 -1.006306
C18 1.712801 -5.044577 -2.294157
C19 1.775226 -3.490393 -2.170140
C20 0.140675 2.284733 -1.828667
C21 1.122213 2.561614 -3.066053
C22 2.680329 2.588067 -2.564040
C23 3.554588 3.671406 -3.415657
O3 2.819370 2.970030 -1.179232
C24 3.338013 1.900460 -0.354278
C25 4.281460 2.433303 0.853573
C26 3.754394 3.357389 1.995092
C27 4.758621 3.771211 3.128244
C28 6.241953 3.317696 3.149028
C29 6.757940 2.377533 2.004744
C30 5.766212 1.962086 0.881392
C31 -0.783791 3.443064 -1.274024
C32 -0.850343 4.912395 -1.897576
C33 -0.655693 6.100292 -0.833420
O4 -0.079280 5.678397 0.429406
C34 -1.688895 3.065351 -0.075525
C35 -2.776146 3.885802 0.758843
O5 -3.044257 5.109810 0.835515
H1 -4.158015 -1.989591 1.840776
H2 -5.140636 -3.265266 0.820438
H3 -3.533782 -2.611094 0.175360
H4 -4.574960 -0.842337 -0.942067
H5 -6.232208 -1.413065 -0.297957
H6 -4.125584 1.239037 -0.619249
H7 -5.956470 1.449665 -0.659077
H8 -5.182849 3.537025 0.259656
H9 -5.718982 2.658368 1.810987
H10 -2.056930 -1.126649 0.807322
H11 -0.469926 -1.746521 0.133186
H12 0.180604 -1.875439 2.463002
H13 -1.260587 -0.891231 3.037659
H14 1.677490 0.188318 2.232245
H15 0.221182 1.358827 2.448181
H16 0.270305 -1.141155 -2.232837
H17 1.696398 -0.022136 -2.695833
H18 3.091040 -0.840329 -0.959317
H19 1.795824 -0.804369 0.354117
H20 2.177497 -3.123196 1.489845
H21 2.129628 -5.825755 1.299184
H22 1.845138 -7.078851 -1.109512
H23 1.579186 -5.553390 -3.309579
H24 1.702782 -2.892311 -3.141014
H25 1.019783 1.640718 -3.769252
H26 0.847436 3.468072 -3.702571
H27 3.119091 1.566429 -2.832617
H28 3.347863 3.562946 -4.542997
H29 3.359189 4.739364 -3.066916
H30 4.656635 3.353725 -3.270956
H31 2.429268 1.420614 0.173992
H32 3.962961 1.120781 -0.908523
H33 2.674719 3.718625 2.037394
H34 4.387578 4.442686 3.991029
H35 6.983984 3.644730 3.958202
H36 7.831705 2.003081 1.976645
H37 6.090459 1.254062 0.034824
H38 -1.868114 5.009031 -2.443763
H39 -0.049303 5.042995 -2.703273
H40 0.008406 6.965686 -1.230708
H41 -1.691813 6.589487 -0.656907
H42 -0.470157 6.271247 1.110385
C36 -0.598846 -3.286104 -6.208952
Cl1 -1.525321 -1.847335 -5.764008
Cl2 0.602171 -2.892510 -7.453474
Cl3 0.185953 -3.978713 -4.787813
H43 -1.286028 -4.025972 -6.617400
C37 -1.575741 -4.903930 4.821622
C38 -2.530835 -5.926659 4.225900
O6 -2.729319 -5.505646 2.876872
S1 -1.373243 -4.798752 2.336622
O7 -0.622223 -5.763846 1.591278
O8 -1.707024 -3.515381 1.812264
O9 -0.651479 -4.597491 3.775890
H44 -2.100965 -3.983570 5.092723
H45 -1.048864 -5.290927 5.694746
H46 -3.480336 -5.969117 4.759520
H47 -2.080092 -6.923723 4.206007
Li1 1.608312 -1.777577 -5.771138
Cl4 -3.184470 -0.489514 4.499536
Na1 0.153642 -0.594304 -3.911895
F1 -6.161439 -3.079816 -0.537861

Forces on atoms 1 to 3 (eV/Å):
C 0.680 1.258 0.302
C -0.039 -0.888 0.242
O 1.541 1.346 -0.975

The value obtained for the energy is -7289.79442 Ha. The net charge is 0. Its LUMO energy is -4.09 eV. The value obtained for the HOMO energy is -5.53 eV.

Record 3
DFT (ωB97M-V with the def2-TZVPD basis set) results for a 2-piece molecular cluster, C5H12 overall in a non-equilibrium geometry.

Geometry (Å):
C1 -3.422543 1.716931 -1.275370
C2 -3.917916 2.913423 -1.548330
H1 -3.109215 1.028019 -2.046035
H2 -3.315420 1.420310 -0.237056
H3 -3.747638 3.363456 -2.519017
H4 -4.540224 3.438545 -0.837766
C3 2.776666 -2.110107 0.221503
C4 2.289250 -1.204008 1.329203
C5 1.060988 -0.402479 0.938906
H5 2.049892 -2.897848 -0.015553
H6 3.681827 -2.688604 0.414890
H7 2.856674 -1.549488 -0.713463
H8 3.117382 -0.555768 1.649244
H9 2.090184 -1.739176 2.261763
H10 1.198002 0.311085 0.121927
H11 0.360477 -1.101501 0.466114
H12 0.571610 0.057218 1.789040

Forces on atoms 1 to 3 (eV/Å):
C -0.006 0.109 0.441
C -0.041 -0.127 -0.406
H 0.669 0.193 -0.007

The value obtained for the energy is -197.64815 Ha. The net charge is 0. Its LUMO energy is 1.10 eV. As for the energy above the lowest of the compared OMol25 structures with the same formula, charge and spin: 160.1 kJ/mol. The value obtained for the HOMO energy is -9.89 eV. Its SMILES is C=C.CCC.

Record 4
DFT (ωB97M-V with the def2-TZVPD basis set) results for a 3-piece molecular cluster, C5H13NO overall in a non-equilibrium geometry.

Geometry (Å):
C1 -0.428647 -1.231421 -0.108670
C2 -1.209878 1.101759 1.699397
C3 -1.632781 -1.913862 0.456679
N1 -0.512180 -0.744032 -1.364535
O1 -0.747898 0.582496 0.497160
H1 0.540030 -1.655737 0.166338
H2 -1.132430 0.100831 -1.275634
H3 0.382880 -0.452541 -1.743509
H4 -1.597650 2.120012 1.539975
H5 -0.411930 1.174974 2.456682
H6 -2.049862 0.532684 2.135692
H7 -2.534516 -1.344136 0.243849
H8 -1.716454 -2.909646 0.010329
H9 -1.533934 -2.016321 1.536465
C4 2.381176 0.864710 -0.423958
C5 2.470928 1.318595 -1.665991
H10 1.659156 1.871849 -2.122505
H11 3.212641 0.353221 0.045477
H12 1.485181 1.017969 0.169052
H13 3.376169 1.228594 -2.252292

Forces on atoms 1 to 3 (eV/Å):
C -0.905 1.463 0.543
C 0.047 -0.145 0.477
C 0.221 0.133 0.213

The value obtained for the energy is -328.18630 Ha. The net charge is 0. Its LUMO energy is 1.10 eV. As for the energy above the lowest of the compared OMol25 structures with the same formula, charge and spin: 348.0 kJ/mol. The value obtained for the HOMO energy is -8.90 eV.

Record 5
DFT (ωB97M-V with the def2-TZVPD basis set) results for C16H12CaNO5S2 as an isolated structure in a non-equilibrium geometry.

Geometry (Å):
Ca1 1.148214 0.392826 0.843789
S1 2.268454 2.735788 -0.393520
C1 0.652459 3.032635 -0.197797
N1 -0.195719 2.272472 0.446529
C2 -1.435774 2.814154 0.553290
C3 -2.504578 2.283750 1.275236
C4 -3.687101 2.994840 1.346310
C5 -3.840888 4.209626 0.686840
C6 -2.798528 4.750739 -0.046790
C7 -1.603165 4.060854 -0.093745
S2 -0.103136 4.522502 -0.850789
H1 -2.379100 1.331288 1.772039
H2 -4.513962 2.610926 1.929866
H3 -4.779344 4.741469 0.764921
H4 -2.909877 5.693261 -0.561478
C8 4.104511 0.206127 3.405709
C9 2.795507 0.112649 2.608689
O1 1.922664 0.982564 2.790972
O2 2.666058 -0.823636 1.800207
H5 3.879232 0.377887 4.455202
H6 4.679136 1.051842 3.029715
H7 4.671843 -0.714386 3.282230
O3 -1.937279 -2.372524 -1.509558
C10 -0.848565 -3.102179 -1.862445
C11 -0.934628 -4.228891 -2.672497
C12 0.207370 -4.929302 -3.019074
C13 1.447964 -4.502721 -2.584145
C14 1.540739 -3.372201 -1.790446
C15 0.404406 -2.672460 -1.417308
C16 0.542681 -1.401375 -0.605767
O4 -0.154779 -1.242431 0.411806
O5 1.369596 -0.573113 -1.025404
H8 -2.747001 -2.821585 -1.777720
H9 -1.899790 -4.550728 -3.041528
H10 0.125992 -5.812103 -3.634775
H11 2.342336 -5.037270 -2.868384
H12 2.504049 -3.021296 -1.450181

Forces on atoms 1 to 3 (eV/Å):
Ca -0.423 2.438 0.340
S 1.154 0.007 -0.338
C -0.439 0.759 -0.279

The value obtained for the energy is -2522.14752 Ha. The net charge is -1. Its LUMO energy is 2.70 eV. As for the energy above the lowest of the compared OMol25 structures with the same formula, charge and spin: 104.7 kJ/mol. The value obtained for the HOMO energy is -4.44 eV.